[1]
{"formula": "C33H34F6N11O4RuS5", "method": "the ωB97M-V functional and the def2-TZVPD basis", "lumo_energy_ev": [-0.6366, -2.6648], "total_charge": 0, "largest_force_ha_per_bohr": 0.0627, "e_homo_ha": [-0.2500, -0.2763], "energy_ev": -132413.1051, "s2": 8.812, "de_lowest_kj_mol": 177.8, "spin_multiplicity": 6, "symbols": ["C", "C", "H", "H", "H", "H", "C", "C", "H", "N", "N", "F", "H", "H", "C", "H", "H", "Ru", "H", "H", "H", "C", "O", "S", "C", "F", "C", "H", "O", "H", "H", "N", "C", "C", "H", "C", "H", "N", "H", "H", "H", "F", "C", "C", "F", "H", "S", "H", "N", "H", "H", "H", "C", "C", "C", "H", "C", "O", "N", "H", "H", "S", "H", "C", "F", "N", "H", "C", "H", "N", "C", "F", "C", "H", "N", "C", "H", "C", "C", "C", "N", "S", "C", "N", "C", "C", "H", "S", "C", "C", "C", "C", "O", "C"], "coordinates": [[3.65910, -2.03770, -2.18910], [1.42290, -2.58700, 0.70360], [-5.02960, 0.67620, -0.91320], [3.33420, 2.96830, 2.06430], [-0.55290, -1.17620, 2.42280], [-4.58490, 0.37870, -4.53010], [-3.71610, 1.04140, -4.53170], [-1.59510, -1.46570, 2.48720], [-2.28490, 1.78840, -5.95670], [-3.94690, -0.70360, -2.03920], [2.36220, 2.89320, 2.31000], [3.16950, 2.62000, -3.37340], [2.98140, -4.04130, 0.91730], [-4.59100, -0.66370, 1.12530], [-5.16550, 0.05380, -1.80700], [6.01740, -0.90530, 3.82660], [-4.71940, 8.41980, -2.70270], [-0.16460, -0.22160, -0.18350], [-6.07600, -1.61880, -0.79490], [-7.22970, -0.41790, -1.37310], [-3.91980, 1.59750, -6.59980], [-4.91810, 6.56990, -1.63500], [0.28500, 0.67370, -3.68360], [-1.42940, -1.32110, -2.28700], [-2.81620, -0.39120, -2.68170], [1.12200, 3.10800, -3.02900], [-2.02290, -2.33440, 3.46420], [-2.71660, 7.68980, -3.94760], [1.49610, -0.15810, -1.71960], [-1.57200, -3.07290, -0.49750], [1.81940, -3.39650, 3.19590], [-3.21660, 2.75490, -1.07690], [4.25660, -1.11970, 2.63580], [1.21690, -4.88550, 0.03110], [1.84060, 3.72990, 2.50540], [-2.51480, -0.87530, 1.60540], [-4.01810, 2.02810, -4.15810], [2.62220, -0.16260, -3.94020], [5.44160, -2.75380, 5.35260], [-4.85360, 4.62970, -0.71230], [-1.73350, 3.52310, -2.20890], [4.46970, -3.00260, -2.62910], [-4.29410, -2.03810, 2.74530], [-3.17070, 1.15880, -5.94680], [3.91340, -1.88500, -0.88870], [-5.34820, -2.25300, 2.85180], [-0.04530, 1.82430, 2.12560], [4.52200, -0.32740, 1.95410], [1.77470, -0.30260, 1.01980], [-0.74840, -5.36650, -0.73590], [3.31990, -3.97980, 5.05100], [-1.30060, -2.76370, 4.14360], [-2.65740, 5.76490, -3.03020], [2.10540, 2.26350, -2.66480], [4.77220, -2.48490, 4.54840], [-5.36860, 0.72090, -2.64010], [2.12980, -1.51020, 1.36010], [4.10500, 0.56460, -2.06720], [0.17950, -2.30670, 0.25610], [-2.90510, 0.17520, -6.32670], [-6.45990, -1.52760, -2.51430], [1.54260, 0.48140, -3.01990], [-1.72620, 0.62050, -3.97310], [-4.40550, 5.30710, -1.42070], [2.33860, 2.47380, -1.37590], [-2.88880, 0.83800, 0.11530], [-5.78890, 6.89650, -1.08520], [-0.55810, -3.31250, -0.21470], [-3.70050, -3.31970, 4.35780], [-2.69900, 3.66520, -1.89330], [-3.37160, -2.63810, 3.59030], [2.41340, -2.50920, -2.30430], [-4.31520, 7.43160, -2.54180], [1.62910, -5.87520, -0.09310], [-2.69200, 0.47340, -3.68040], [1.97090, -3.87270, 0.58010], [-1.77440, 5.44350, -3.56300], [3.58970, -3.18350, 4.37160], [-2.42370, 1.82480, -0.60710], [3.07610, -1.83170, 2.43980], [2.33820, 0.76930, 1.50110], [3.96700, -0.40050, -3.11420], [-3.18730, 7.02090, -3.24030], [-2.04590, -0.03390, 0.63240], [-3.25660, 4.89540, -2.10780], [5.09810, -1.45390, 3.68240], [-3.79520, -1.39790, -1.31520], [-0.63340, 1.91380, -0.89400], [2.74720, -2.85940, 3.32750], [-0.09570, -4.60340, -0.34640], [-3.88060, -1.15670, 1.76800], [1.67510, 1.80850, 1.89700], [5.08330, -0.66630, -3.95190], [-6.30670, -0.93820, -1.61240]]}



[2]
{"formula": "C6H9ClN2O", "method": "the ωB97M-V functional and the def2-TZVPD basis", "lumo_energy_ev": 0.6741, "total_charge": 0, "largest_force_ha_per_bohr": 0.1079, "e_homo_ha": -0.3154, "energy_ev": -23913.9872, "de_lowest_kj_mol": 295.6, "symbols": ["N", "C", "C", "C", "H", "C", "H", "H", "C", "H", "H", "H", "H", "H", "H", "O", "N", "Cl", "C"], "coordinates": [[2.15480, -0.22960, -0.31460], [0.99770, -0.81477, -0.59055], [0.87627, -1.72845, -1.75611], [0.61384, 0.61708, 1.07523], [-0.07118, -2.34280, -1.76514], [-2.18448, -0.81396, 0.64160], [0.93733, 2.00022, 2.81611], [1.81885, -2.38272, -1.86217], [0.19694, 1.48634, 2.23403], [-0.49779, 2.19780, 1.76370], [-2.01241, -0.94073, 1.71136], [-2.92117, -1.86497, -0.74772], [-0.27543, 0.74422, 2.89657], [0.91924, -0.99995, -2.55206], [2.71874, 1.20871, 1.00560], [-2.66711, -1.96173, 0.10067], [1.83066, 0.71100, 0.60900], [-3.11881, 0.54091, 0.09199], [0.06045, -0.42068, 0.32151]]}



[3]
{"formula": "C42H50MoN7O2S2Si2", "method": "the ωB97M-V functional and the def2-TZVPD basis", "lumo_energy_ev": [-0.4643, -0.9537], "total_charge": 0, "largest_force_ha_per_bohr": 0.0110, "e_homo_ha": [-0.2032, -0.2704], "energy_ev": -98177.7182, "s2": 3.789, "de_lowest_kj_mol": 0.0, "spin_multiplicity": 4, "symbols": ["H", "S", "C", "H", "H", "C", "C", "N", "Si", "H", "H", "C", "H", "C", "C", "C", "H", "H", "H", "C", "C", "C", "S", "H", "H", "Si", "C", "H", "H", "H", "C", "N", "H", "C", "O", "H", "C", "C", "C", "C", "C", "H", "H", "C", "O", "H", "H", "H", "H", "H", "C", "H", "H", "H", "C", "H", "C", "H", "Mo", "H", "H", "C", "H", "H", "H", "C", "N", "N", "C", "H", "H", "H", "H", "H", "H", "H", "C", "C", "C", "H", "C", "C", "H", "C", "H", "H", "C", "C", "H", "C", "N", "H", "N", "C", "C", "C", "N", "C", "H", "H", "H", "C", "C", "C", "H", "C"], "coordinates": [[-0.81387, 3.97890, -1.82859], [4.47037, 1.25242, 1.44390], [0.13471, 3.74332, -2.31666], [6.32971, 0.22352, -0.12301], [-3.93029, 2.92314, -2.75704], [-0.39151, 1.09786, 5.74985], [-2.98565, 2.18652, 4.48445], [3.42828, -0.94676, 0.38166], [-1.54636, 1.00155, 4.27834], [-5.89515, -2.02512, -2.22574], [3.63870, 3.13409, -1.21977], [-3.45257, -2.92373, -0.05559], [-1.98741, 1.63698, -4.03426], [-5.45725, -4.03737, -1.62036], [-0.20997, 3.69676, 3.62599], [5.70359, -1.35970, -1.31313], [-1.84243, -3.72769, 2.21539], [8.12793, -3.40360, -2.50447], [-2.99102, -0.84661, 4.88522], [-3.64154, -4.30407, -0.07289], [4.69250, -1.66751, -2.21913], [-4.37827, 3.72715, -0.83702], [1.27132, -0.54534, 3.19170], [-2.02437, -0.11863, -3.82662], [2.97995, 3.59117, 0.33309], [1.21434, 2.67438, -1.19006], [0.26302, 0.37034, 2.32277], [-2.80058, 3.18211, 4.08313], [-0.41480, 0.15132, 6.29311], [0.05802, 5.72540, 4.26259], [0.10342, -1.45655, -1.16745], [5.54663, -0.38089, -0.31081], [2.70661, -5.89200, -2.64043], [4.91845, -2.61399, -3.20858], [0.33465, -0.99664, 0.04379], [0.63627, 4.95092, 0.09945], [1.46513, -4.26144, -3.28399], [-2.23946, -0.71622, 4.10106], [-4.64555, -4.85789, -0.84993], [0.82860, -2.67440, -1.58675], [-2.44385, 0.81826, -3.47033], [-2.73893, -0.85276, 3.14270], [-3.00608, -4.94837, 0.51995], [6.14782, -3.24366, -3.32211], [-2.36419, -1.06723, 0.83331], [-3.17563, 2.30571, 5.55417], [-3.51514, 0.83083, -3.67518], [2.74471, 4.65165, -1.06418], [0.63955, 1.26736, 5.44259], [-0.68554, 1.89110, 6.44039], [4.45369, -0.09579, 0.45928], [-1.47894, -1.48612, 4.22445], [1.43580, -4.58922, -4.31561], [-0.89194, -3.82588, 0.73233], [6.93821, -1.99628, -1.42449], [-2.91617, 2.66488, 2.01532], [0.42031, 4.58362, 1.09414], [1.54795, -3.08523, 0.38574], [-0.83999, 0.61070, 0.65580], [0.93033, 0.71268, -2.71958], [-4.09492, -1.03549, -0.82737], [0.18783, 3.21075, 1.27425], [-4.58039, 4.30962, 1.25639], [3.47353, -1.77839, -0.18516], [6.31840, -3.97338, -4.10235], [1.53689, -3.41902, -0.64502], [-0.74066, -0.90064, -1.97705], [0.28594, 2.27275, 0.26265], [-4.10417, 3.65239, 0.54435], [0.56136, 6.52764, 1.95980], [3.73984, -1.15538, -2.17367], [0.62272, 4.68636, -2.57210], [-0.44814, 3.35848, 4.62504], [2.54902, 1.42000, -2.77872], [-0.09358, 3.22837, -3.25264], [2.58771, -0.77413, 0.91437], [-2.17155, 0.96730, -2.00888], [-2.38427, -2.29445, 0.74626], [2.78270, 3.60988, -0.73816], [2.09393, 0.38199, -1.42418], [0.07553, 5.03903, 3.42744], [0.36867, 5.47892, 2.14616], [-0.59677, -2.49285, 1.87880], [-2.83026, 1.91268, -1.19826], [-3.89462, 1.78928, 4.02921], [0.24453, -2.52441, -3.63661], [1.72664, 1.14042, -2.11325], [2.17829, -4.99525, -2.34401], [7.72015, -1.75920, -0.71333], [0.79873, -3.10577, -2.91220], [-2.54345, 1.87683, 0.15831], [4.11988, -2.84273, -3.90148], [-0.62934, 1.41691, 2.74858], [-0.19459, 2.80137, 2.56920], [-3.18314, 2.73138, 0.97112], [-4.26943, -2.10410, -0.83682], [-1.28229, 0.19879, -1.36580], [-1.35577, -3.13393, 1.43692], [-4.79299, -5.92949, -0.85914], [2.76677, -5.13728, -0.28594], [-5.07645, 4.46073, -1.21794], [-5.26624, -2.66029, -1.61625], [2.21322, -4.57051, -1.02369], [7.16121, -2.92301, -2.42823], [-6.23918, -4.47151, -2.22962], [-3.74736, 2.87141, -1.69288]]}



[4]
{"formula": "C18H22INO7PdSe2", "method": "the ωB97M-V functional and the def2-TZVPD basis", "lumo_energy_ev": -1.4695, "total_charge": 0, "largest_force_ha_per_bohr": 0.0048, "e_homo_ha": -0.3127, "energy_ev": -177118.2865, "de_lowest_kj_mol": 0.0, "symbols": ["H", "C", "H", "O", "H", "H", "H", "H", "Se", "H", "H", "H", "C", "C", "O", "C", "H", "C", "C", "C", "C", "H", "H", "H", "O", "O", "H", "C", "O", "C", "C", "C", "O", "Pd", "H", "H", "C", "Se", "N", "C", "I", "O", "C", "C", "H", "H", "C", "H", "C", "H", "H", "H"], "coordinates": [[-0.61099, -1.02655, -2.81102], [1.51045, -0.27676, 4.33791], [0.98216, -1.17948, 4.64061], [4.64979, 0.54123, 1.05435], [2.19079, 2.78761, 3.29015], [-3.25746, 2.33975, -2.82774], [-4.75979, -0.48609, -3.06879], [-1.62776, 2.54048, -2.15265], [-1.77187, 0.92856, 0.15614], [-2.70970, 0.25192, -4.82074], [2.03245, -1.26374, 2.40603], [-1.17392, 3.19175, -4.14493], [-0.55496, -3.57816, 0.18229], [-2.57594, 0.08357, -1.40370], [-1.73223, 2.41390, -4.22850], [0.44192, -4.21568, -0.54070], [2.25975, -3.90787, -1.64754], [-0.68664, 0.03808, -3.04642], [0.50231, 1.43830, 3.01555], [0.60473, 0.97548, 4.46654], [-2.20702, 2.05166, -2.93591], [3.56307, 0.92471, 3.18697], [2.22543, -1.43242, -1.28998], [-2.49607, -1.00474, -1.32065], [2.66067, 0.29536, 0.10499], [0.52272, 0.16818, 2.29794], [-0.45470, 0.15970, -4.10858], [3.43912, 0.56981, 1.11479], [-4.37740, 0.14354, -3.68537], [-0.51349, -2.20384, 0.32616], [1.44842, -2.07930, -0.90840], [2.75870, 0.84253, 2.45992], [2.14506, 4.00639, 1.19842], [0.60565, 0.53799, 0.09640], [-3.62861, 0.34768, -1.27443], [2.42908, -0.20478, 4.91722], [1.45724, -3.45027, -1.08723], [0.79172, 0.99096, -2.23537], [0.46729, -1.47783, -0.22337], [1.63021, 2.91720, 1.27946], [-2.11139, -4.64355, 1.05253], [0.81766, 2.46602, 0.34088], [1.79692, -0.29481, 2.84022], [-2.99536, -0.13623, -3.84333], [0.42753, -5.28963, -0.66894], [1.03116, 1.75026, 5.10127], [-2.10190, 0.53772, -2.78082], [-0.40194, 1.97904, 2.74739], [1.81364, 2.08515, 2.55085], [-1.26318, -1.65027, 0.87648], [-0.37807, 0.71556, 4.85536], [-2.81524, -1.21810, -3.84174]]}